The following is a quantum chemistry calculation of 10 unconnected molecules or ions with the total composition C43H54N9O17, from the Open Molecules 2025 dataset.

Element x y z (Å)
H  4.47471  4.79282  -2.56470
H  -2.08429  -1.54818  -4.79770
H  -2.31929  -2.18618  -0.32670
C  -1.55029  5.37882  0.52430
C  -1.80929  -3.88418  -1.60170
H  -0.34629  3.42882  4.04230
C  2.65271  -2.66918  0.78030
C  5.09671  -2.96318  1.77730
C  -1.34029  -0.62018  -4.79270
C  -2.62929  3.46682  1.50730
H  3.34671  1.88582  -0.36170
C  -5.84129  0.20982  -0.06570
O  -1.17129  -8.23318  -1.34170
N  5.85071  -1.26618  3.60430
C  3.44871  -0.68718  -2.50770
O  -1.64229  -8.26118  0.76030
C  4.11571  2.65882  -0.39070
H  4.90971  2.43682  -1.07370
H  -2.00129  2.68882  0.78330
C  4.55871  4.93482  -1.37970
C  -4.67229  0.20082  -0.94270
H  -1.50729  0.53082  -7.87870
H  5.67771  4.94682  -1.24370
C  1.65971  1.68382  5.86530
N  3.99471  -0.22918  -6.32470
H  0.97971  1.06082  5.54730
O  2.48871  4.29982  6.60330
C  1.71371  4.19182  5.61930
H  2.51171  1.17682  5.63330
C  4.57071  -1.56118  -2.16670
H  5.97271  -3.33418  2.12030
O  5.54171  -0.54118  4.51430
C  -0.01129  0.99682  -0.40070
C  -2.27829  -3.15318  -0.46770
H  -2.32929  -6.15818  1.80430
C  -2.53929  -5.51718  0.92130
N  -1.41429  0.34782  -5.68970
C  -5.86329  -1.42618  -2.74570
H  3.40871  0.24282  2.82830
N  -5.95529  -1.97218  -4.03370
H  -0.33429  1.86582  -4.54470
O  -7.08129  -2.61218  -4.29470
C  3.94971  -3.49818  1.00830
H  -0.92529  2.25582  -6.28070
H  1.34671  3.68282  3.13830
C  -1.72429  -0.83418  2.89830
H  1.72071  1.90682  6.82230
H  0.39571  0.45282  -2.15270
N  -0.39629  -3.02218  6.00330
H  -2.91229  1.06782  -7.20270
H  4.41471  6.03682  -1.22570
H  0.35971  1.51082  -6.31970
C  2.49171  -1.35818  1.30630
H  4.55671  2.49482  0.54030
H  -7.94829  -1.90518  -2.21270
H  4.93071  -1.86518  -1.14170
C  -1.28729  -2.32118  5.11630
H  -1.54929  -0.17618  2.00630
C  -4.57629  -0.66818  -2.28670
H  2.36171  0.27582  -4.13670
O  2.93471  0.51982  -6.72170
O  0.71271  -3.44518  5.49530
N  1.42771  2.93682  5.14330
H  -3.08329  -2.66918  6.29730
H  1.72771  -2.80418  0.10630
C  -1.73829  -5.37818  -1.65270
H  -2.64229  -0.77218  -7.04070
H  -4.84929  -1.46618  4.49930
C  2.71771  4.51482  0.01030
C  3.56471  -0.80918  2.25030
H  -3.93329  5.66382  2.07630
O  6.91271  -1.76318  3.35030
C  5.35671  -1.61618  -4.51970
C  -3.17029  -0.75918  3.24030
C  -0.77029  -1.75218  3.69430
H  0.23971  -1.95418  3.41930
H  1.32571  4.99782  4.99530
O  4.76971  -0.62718  -7.22370
H  -3.02929  -3.22818  1.81530
C  -2.58929  -3.98918  0.87130
H  0.54171  1.99582  3.29530
H  4.07371  -4.64418  0.68730
H  -3.00529  5.07882  3.45930
C  -2.15729  0.22482  -6.98570
C  0.72171  3.02582  3.84730
C  4.72971  -1.75318  2.60530
N  -1.69829  -7.69918  -0.21870
H  -5.82829  0.83382  0.80430
C  3.19671  -0.27118  -3.87870
N  -2.37729  4.81682  1.41930
H  -3.70629  0.71082  -0.53670
O  0.74671  0.94582  -1.47170
H  1.66071  -0.75518  1.35030
O  -1.03129  0.30982  -0.37470
H  6.06271  -1.86118  -5.33570
O  0.21971  1.66982  0.66530
O  -0.57129  -0.55018  -3.84070
C  5.45571  -2.02818  -3.07170
H  -2.67529  6.58382  2.86630
H  6.40871  -2.43518  -2.87270
O  2.39071  5.68082  -0.01870
H  -1.92729  5.36482  -0.43770
H  2.85071  -0.42318  -1.65370
C  -2.03129  -6.23218  -0.34270
H  -3.92629  -0.18718  2.73230
O  -0.68229  -3.30218  7.08930
H  -7.95529  -0.46618  0.28530
H  -1.75629  -3.36718  -2.72770
C  -0.46729  1.58682  -5.71770
C  -2.96629  5.59382  2.53630
H  -1.02029  6.38282  0.75830
C  -7.06329  -1.49118  -1.62470
C  4.28071  -0.68918  -5.00770
C  -3.66729  -1.41818  4.55830
H  -0.43929  4.99282  0.51430
H  -3.68729  -0.71518  -2.56870
O  -5.05629  -1.93818  -4.85570
C  -2.82029  -2.23318  5.44230
C  -7.18629  -0.56818  -0.44270
H  2.30671  3.70382  0.64830
O  -3.49429  3.01882  2.39730
N  3.85371  4.10782  -0.61670
H  -1.64829  -5.83818  -2.64570

Its net charge is -1. The frontier orbital gap comes out at 0.212 hartree. The value obtained for the HOMO energy is -0.213 Eh.

***

The following is a quantum chemistry calculation of 2 unconnected molecules or ions with the total composition CH2N2O4, from the Open Molecules 2025 dataset.

Element x y z (Å)
H  2.16683  0.69919  -0.74937
O  -1.16999  -1.76617  -0.55943
N  -1.31591  0.54959  0.02793
O  1.63309  0.67960  0.12002
N  1.22646  -0.63001  0.12546
C  -0.81191  -0.73299  -0.13747
O  -1.12159  1.10116  -1.05830
O  -1.61942  1.05821  1.05883
H  1.01245  -0.95859  1.17234

The frontier orbital gap (spin up / spin down) comes out at 0.309 / 0.309 hartree. The value obtained for the HOMO energy (spin up / spin down) is -0.355 / -0.355 Eh.

***

The following is a quantum chemistry calculation of a molecular structure, C33H42BrNO10PbS2, from the Open Molecules 2025 dataset.

Element x y z (Å)
C  2.81092  0.35205  6.40234
H  -4.16331  -2.69434  -3.18616
H  3.47678  2.76042  7.55504
C  -4.54703  -2.23146  -2.26426
H  -0.38808  2.25827  -4.75607
H  1.01178  -6.10192  -5.15286
H  2.31645  2.09771  -0.91319
C  2.89392  1.20978  -0.67379
C  -1.37006  2.29345  -2.83121
C  0.64663  1.95997  3.05280
C  -3.30090  -5.41017  -3.88716
C  4.84995  1.52513  5.58600
S  -0.33798  -1.77276  1.34114
O  -0.41098  -0.59306  2.19490
C  2.64440  1.73182  4.34603
H  -1.97457  -3.47407  1.83368
C  -1.85131  4.12847  -1.16350
H  1.91947  2.93416  6.73041
H  5.30444  1.50845  6.57977
S  -4.16888  -4.62748  -1.40965
O  -1.16684  -1.61452  0.12511
O  1.00850  -2.22714  1.03991
H  -3.19779  -2.73176  -0.73793
H  -0.25824  -6.72464  -6.22104
H  -1.24671  -4.59093  -1.32103
C  4.41318  0.04408  0.87180
C  3.32682  1.62266  5.70751
H  5.15091  2.66948  1.49287
H  0.16254  -5.00963  -6.25343
C  -1.08921  -3.09094  2.32726
H  -0.35096  -3.88051  2.43468
C  -2.34252  -5.69358  -4.84697
C  2.99395  2.84362  6.57689
H  -1.29295  0.79490  -4.33222
C  3.30907  1.56347  3.13561
Br  -1.27265  2.25244  3.03951
C  -4.13992  -0.75644  -2.23447
H  3.32540  0.18327  7.35384
N  -4.10376  -3.03163  -1.11880
O  -1.22345  1.37873  -2.01881
H  -1.33273  -2.65590  3.29132
H  5.26950  2.41770  -0.25906
H  5.13916  0.61242  5.06362
C  -4.82607  0.02716  -1.06299
H  -1.26356  4.31541  -4.54882
H  -4.36021  -5.48381  -4.09306
C  -1.57281  3.68933  -2.51435
H  3.99960  3.45966  0.41026
H  -3.05725  -0.64534  -2.18027
C  -2.90270  -5.02524  -2.61678
C  -1.56030  -4.91752  -2.29613
C  -0.60954  -5.20164  -3.26405
H  -2.17277  5.89082  0.02578
C  1.27834  1.75765  1.79181
C  3.61515  1.34552  0.67225
C  -1.46822  4.65165  -3.54098
O  -4.15333  0.47054  -0.07161
C  2.69533  1.56319  1.88938
H  5.24940  2.38321  5.04275
H  3.71864  -0.77829  1.04902
H  -2.64444  -5.98434  -5.84711
H  2.97017  -0.51293  5.75800
C  -1.30494  1.88181  -4.30050
H  2.20920  0.36418  -0.65652
O  -3.86516  -5.35531  -0.20464
C  4.57305  2.54592  0.57521
H  -1.94053  7.50796  -1.81713
H  5.10217  0.10651  1.71589
H  -1.47044  6.70733  -4.12736
H  0.43808  -5.09682  -3.01009
H  3.34128  3.75764  6.09272
H  1.74095  0.42772  6.59498
H  4.38045  1.41352  3.15902
C  -1.97576  5.55374  -0.98438
O  -6.04312  0.19529  -1.22267
H  3.64122  1.04948  -1.45957
O  -2.02147  3.38210  -0.16125
H  -2.16464  2.25498  -4.85574
H  0.67236  2.06222  5.16738
C  1.26885  1.92989  4.27407
H  4.99823  -0.17783  -0.02517
H  -4.50385  -0.32129  -3.16679
O  0.63759  1.79169  0.68224
C  0.04533  -5.87891  -5.60264
Pb  -1.65175  1.03324  0.42275
C  -1.84429  6.44388  -2.00727
C  -0.98724  -5.59347  -4.54398
H  -5.63580  -2.29285  -2.28233
O  -5.43092  -4.92504  -2.04221
C  -1.58720  5.99776  -3.31757

Its net charge is -2. The frontier orbital gap comes out at 0.223 hartree. The value obtained for the HOMO energy is -0.083 Eh.

***

The following is a quantum chemistry calculation of a molecular structure, C34H47As3FIN5PbS2Te, from the Open Molecules 2025 dataset.

Element x y z (Å)
H  3.71942  -0.18178  1.20199
H  1.08590  -3.97511  -2.19164
C  1.71275  -0.73206  -3.25040
H  5.71800  -3.92530  -2.68921
H  -0.34176  -1.67391  6.56220
C  -4.13929  2.84634  0.08784
C  0.82871  -2.97149  -2.54002
H  -2.25986  1.85242  3.06358
C  0.72815  2.01857  -3.48376
C  -5.36616  -1.91619  3.39027
H  3.32946  -3.76575  -3.23257
N  3.52045  1.59022  -1.08873
H  5.73691  -2.59542  -1.51035
H  2.95970  -1.08279  2.52654
C  5.92190  -2.86286  -2.54992
C  -0.29671  -1.23528  5.57396
H  0.92360  1.77874  -4.52846
H  -5.66739  0.09990  4.06257
H  0.91102  -3.14548  2.08455
C  -0.95617  -1.82309  4.50747
C  -5.39392  1.42891  -1.39204
H  -4.97432  4.79051  0.45601
H  -0.85586  -0.15724  -4.67044
C  3.27194  -1.13662  1.48251
H  4.76213  -2.30602  -6.24159
H  -4.91123  -3.80507  2.47809
H  1.03006  1.35065  3.84814
H  6.41794  -2.39473  -5.63505
As  4.82681  -1.77445  -3.75871
C  3.14048  2.64031  -0.31454
H  0.97346  0.40476  6.15295
H  0.51730  -3.72694  0.46453
F  -1.08808  -1.38656  0.28864
As  0.28308  0.39597  -2.48583
H  -3.27157  3.02460  0.71558
H  6.97331  -2.67510  -2.76780
N  -0.18875  -0.10872  3.04881
H  3.18194  -2.97132  -0.99973
C  2.75527  -1.99373  -1.24317
C  1.29142  -3.26228  1.07017
H  5.29578  -3.73420  -5.32750
C  -1.19194  -0.16395  -3.63468
H  2.19367  -3.87305  1.09075
C  -3.90227  -0.79254  1.31291
C  -4.04998  -2.17322  1.38901
H  -1.53360  -1.15850  -3.35641
H  -2.86483  3.15949  4.00572
H  4.33051  1.65321  -1.67952
H  -5.94542  -2.35512  4.19284
C  0.46550  0.45079  4.07232
H  -7.20635  2.26346  -2.18153
S  4.20044  3.97721  -0.01809
H  -4.40303  1.10474  2.19469
C  0.72287  4.14961  1.90563
H  -1.37320  -1.66485  2.38143
C  -4.48167  0.02592  2.27607
H  0.35525  -3.06643  -3.52029
C  3.01061  4.66028  1.02216
C  -4.28719  1.62498  -0.56437
C  -6.20093  3.63391  -0.86990
H  0.09577  -2.54901  -1.84072
As  1.70649  -1.50584  0.35620
S  -0.95152  5.19943  3.49920
H  3.59265  -1.28944  -1.28292
H  -0.11712  2.70477  -3.42980
C  -5.20950  -0.53910  3.31711
H  -6.94822  4.40942  -0.98110
C  -0.88934  -1.23057  3.25308
H  2.60308  -0.10417  -3.32721
H  1.37748  -0.91233  -4.27509
N  -0.26036  3.17859  2.08589
H  1.60178  2.51298  -3.05993
H  3.20406  5.59103  1.53098
Te  -2.88820  0.01116  -0.35787
C  -5.09339  3.84560  -0.06030
N  1.99131  2.71559  0.30061
C  -1.18317  3.58591  2.91148
C  5.38283  -2.65074  -5.41556
H  4.02090  -1.92431  1.38282
C  0.50225  5.30025  2.57829
H  1.10415  6.19440  2.59619
C  3.10910  -2.74873  -3.56950
H  -2.02169  0.53252  -3.52175
C  0.43265  -0.07555  5.34853
H  -5.51247  0.48771  -1.91576
C  -4.78528  -2.73046  2.42701
C  2.08150  -2.09265  -2.62530
N  -2.25456  2.83761  3.27703
H  2.82007  0.91023  -1.33235
C  1.91520  3.87166  1.07633
H  -3.58359  -2.80574  0.64372
C  -6.34822  2.42744  -1.54225
Pb  -0.11266  0.91300  0.59705
H  2.67964  -2.82627  -4.57286
I  -2.00582  -3.60277  4.74499

Its net charge is +1. The frontier orbital gap comes out at 0.281 hartree. The value obtained for the HOMO energy is -0.354 Eh.

***

The following is a quantum chemistry calculation of 2 unconnected molecules or ions with the total composition C5H11N2, from the Open Molecules 2025 dataset.

Element x y z (Å)
N  -1.74614  -0.38806  -0.99432
H  1.86085  -0.05568  1.28508
H  -0.25411  -0.19953  -0.63420
H  -4.28790  0.12432  0.54922
H  -3.10351  -0.51831  1.70126
C  0.81323  0.06578  1.18613
C  -3.62193  -0.68685  0.72013
H  3.41298  0.80624  0.08333
H  0.05218  -0.65689  1.46762
N  0.65489  -0.06257  -0.25541
H  3.02293  1.62853  -1.33039
C  -2.54065  -0.54719  -0.15755
C  1.59434  0.19094  -1.14007
C  3.04249  0.64181  -0.95999
H  1.14917  0.17234  -2.10762
H  3.75999  -0.03022  -1.49575
H  0.45023  1.07101  1.55944
H  -4.25904  -1.55566  0.52309

Its net charge is +1. The frontier orbital gap comes out at 0.437 hartree. The value obtained for the HOMO energy is -0.582 Eh.

***

The following is a quantum chemistry calculation of a single C3H5NO2 molecule, from the Open Molecules 2025 dataset.

Element x y z (Å)
O  0.50267  0.82867  -0.65268
N  1.85690  -1.03984  -0.28557
H  -0.91050  -1.76542  -0.23698
C  0.76171  -0.42709  -0.19461
H  -0.44273  1.91538  0.80179
H  -1.28346  1.83256  -0.78755
C  -0.70172  1.27254  -0.05109
H  2.54873  -0.45522  -0.75643
O  -1.41836  0.13738  0.35476
C  -0.52387  -0.95920  0.39507
H  -0.38937  -1.33977  1.41328

The SMILES is [H]/N=C1/COCO1. The frontier orbital gap comes out at 0.412 hartree. The value obtained for the HOMO energy is -0.381 Eh.